C25H26Br2N4O8P2Y as an isolated structure. Source: OMol25; level of theory: ωB97M-V/def2-TZVPD.

ORCA input file:
```
! RIJCOSX wB97M-V def2-TZVPD def2/J DEFGRID3
* xyz 1 1
Y -0.18 0.10 -0.14
C -5.17 -0.38 -1.20
C -4.10 0.24 -0.33
O -4.58 1.09 0.66
P -3.08 -1.07 0.53
O -2.77 -2.33 -0.44
O -4.01 -1.78 1.60
O -1.88 -0.59 1.27
P -2.79 1.14 -1.40
O -1.97 3.15 0.22
O -1.88 -0.11 -1.55
O -1.98 1.75 -0.01
H -5.80 -1.08 -0.63
H -4.71 -0.91 -2.03
H -5.81 0.40 -1.60
H -5.42 0.77 1.00
H -2.45 -2.01 -1.29
H -4.60 -2.45 1.26
H -1.69 3.55 -0.62
C 3.40 -1.63 0.45
C 3.50 -0.18 0.11
C 4.75 0.46 0.20
C 4.87 1.79 -0.12
C 3.75 2.48 -0.62
C 3.76 3.82 -1.05
Br 5.36 4.85 -0.94
C 2.63 4.42 -1.55
C 1.46 3.69 -1.65
Br -0.12 4.51 -2.33
C 1.36 2.35 -1.28
O 0.28 1.65 -1.45
C 2.54 1.75 -0.71
N 2.42 0.45 -0.31
H 4.39 -2.05 0.63
H 2.94 -2.17 -0.37
H 2.80 -1.77 1.35
H 5.60 -0.10 0.55
H 5.82 2.29 -0.04
H 2.64 5.45 -1.87
C 0.08 -3.39 2.94
C 0.05 -4.54 2.17
C 0.11 -4.43 0.79
C 0.23 -3.16 0.21
N 0.28 -2.05 0.97
C 0.20 -2.17 2.28
C 0.32 -2.95 -1.25
C 0.27 -3.99 -2.17
C 0.42 -3.71 -3.52
C 0.58 -2.39 -3.92
C 0.59 -1.41 -2.94
N 0.47 -1.67 -1.65
H 0.01 -3.42 4.01
H -0.03 -5.51 2.63
H 0.07 -5.32 0.18
H 0.21 -1.24 2.85
H 0.11 -5.01 -1.86
H 0.41 -4.51 -4.25
H 0.69 -2.14 -4.96
H 0.69 -0.36 -3.21
C -0.63 4.55 2.84
C -0.71 3.12 3.38
C -0.18 2.18 2.45
N 0.27 1.42 1.70
H -1.05 5.23 3.58
H -1.21 4.63 1.93
H 0.39 4.84 2.64
H -1.75 2.85 3.56
H -0.16 3.02 4.32
*
```

Its largest force on an atom is 1.6 eV/Å. The frontier orbital gap is 6.8 eV. Its energy relative to the best compared isomer or geometry (same formula, charge and spin) is 141.2 kcal per mole.